{"formula": "C50H46Cl3MoN5P2Si", "method": "ωB97M-V/def2-TZVPD", "homo_energy_ha": [-0.3808, -0.4611], "s2": 2.04, "largest_force_ev_per_a": 2.3, "spin_multiplicity": 3, "e_tot_ha": -4627.25811, "homo_lumo_gap_ev": [4.661, 5.929], "lumo_energy_ha": [-0.20950, -0.24323], "charge": 2, "elements": ["Mo", "C", "P", "C", "C", "C", "C", "C", "C", "C", "C", "C", "C", "C", "C", "C", "C", "C", "C", "C", "P", "C", "C", "C", "C", "C", "C", "C", "C", "C", "C", "C", "C", "N", "H", "H", "H", "H", "H", "H", "H", "H", "H", "H", "H", "H", "H", "H", "H", "H", "H", "H", "H", "H", "H", "H", "H", "H", "H", "H", "C", "C", "C", "C", "N", "C", "C", "C", "C", "C", "C", "N", "C", "C", "C", "C", "C", "N", "H", "H", "H", "H", "H", "H", "H", "H", "H", "H", "H", "C", "Si", "C", "C", "H", "H", "H", "H", "H", "H", "H", "H", "H", "Cl", "C", "Cl", "Cl", "C", "N"], "coordinates": [[0.044986, -0.548316, 0.114261], [-3.265492, -1.424147, -0.305616], [-2.486148, 0.096313, 0.364388], [-3.276249, 1.292762, -0.788156], [-2.868066, 1.348825, -2.123522], [-3.525542, 2.174064, -3.022490], [-4.597603, 2.948707, -2.603409], [-5.005364, 2.900014, -1.278910], [-4.351231, 2.078903, -0.372185], [-3.293357, 0.479938, 1.945453], [-4.365453, -0.272297, 2.417994], [-4.988749, 0.074783, 3.607683], [-4.547929, 1.171085, 4.333630], [-3.481428, 1.928830, 3.865552], [-2.856901, 1.585544, 2.677944], [-2.421974, -1.669087, -1.514500], [-2.747671, -2.134529, -2.759253], [-1.608768, -1.944275, -3.585650], [-0.642889, -1.354243, -2.810224], [0.765521, -1.005925, -3.161859], [1.340891, 0.240099, -1.945643], [1.209314, 1.754362, -2.968109], [2.163138, 1.944708, -3.973272], [2.063976, 3.027034, -4.829691], [1.011161, 3.924878, -4.702501], [0.054451, 3.730082, -3.720954], [0.151251, 2.647829, -2.857075], [3.151712, 0.074479, -1.828429], [3.847097, -1.082924, -2.165929], [5.231303, -1.122173, -2.068084], [5.930932, -0.008913, -1.630379], [5.244897, 1.151504, -1.294507], [3.864636, 1.193482, -1.388811], [-1.122220, -1.179376, -1.522189], [-4.297052, -1.216240, -0.587341], [-3.265971, -2.244868, 0.413653], [-2.041796, 0.743747, -2.473528], [-3.199144, 2.201962, -4.054180], [-5.119481, 3.580716, -3.309566], [-5.839549, 3.501808, -0.943521], [-4.692136, 2.053969, 0.653146], [-4.728577, -1.124650, 1.856694], [-5.822368, -0.514516, 3.966501], [-5.037953, 1.444616, 5.258472], [-3.143957, 2.790391, 4.427211], [-2.044684, 2.194560, 2.300869], [-3.690534, -2.556319, -3.070027], [-1.529428, -2.197353, -4.631093], [0.822703, -0.595782, -4.168586], [1.409183, -1.888358, -3.131634], [2.984478, 1.249233, -4.084613], [2.810957, 3.167694, -5.599529], [0.934057, 4.770436, -5.372733], [-0.776068, 4.418556, -3.630094], [-0.608821, 2.502653, -2.105710], [3.320044, -1.956775, -2.529472], [5.759262, -2.022188, -2.355945], [7.010480, -0.036915, -1.561024], [5.791973, 2.030154, -0.977090], [3.336565, 2.111862, -1.156010], [1.400266, -4.664586, -1.203763], [2.521477, -4.880575, -0.403839], [2.980254, -3.837874, 0.368080], [2.336486, -2.600838, 0.318726], [1.234170, -2.399087, -0.444868], [0.780198, -3.439020, -1.170440], [2.803040, -1.431949, 1.030756], [4.066463, -1.325004, 1.570031], [4.481280, -0.122664, 2.131344], [3.631229, 0.960521, 2.061628], [2.366418, 0.817127, 1.505417], [1.913074, -0.393831, 1.050894], [1.448599, 1.896566, 1.310346], [1.690263, 3.203218, 1.760671], [0.840640, 4.221871, 1.422609], [-0.276666, 3.910605, 0.641145], [-0.501993, 2.604716, 0.297587], [0.318325, 1.576195, 0.613012], [0.998567, -5.442896, -1.836694], [3.009091, -5.845462, -0.376636], [3.829614, -3.973883, 1.021696], [-0.111606, -3.279301, -1.759689], [4.743777, -2.165741, 1.542304], [5.466420, -0.029413, 2.565662], [3.966211, 1.925347, 2.412844], [2.559380, 3.400545, 2.370683], [1.026767, 5.236174, 1.747279], [-0.967232, 4.676689, 0.318110], [-1.385487, 2.363104, -0.268315], [0.302986, 0.791398, 3.905464], [-0.119082, -0.873368, 3.127960], [-1.759011, -1.518101, 3.790005], [1.228271, -2.121042, 3.537797], [0.071666, 0.688381, 4.970498], [-0.280934, 1.626620, 3.521091], [1.361331, 1.030468, 3.822517], [-1.561075, -2.323308, 4.501793], [-2.425227, -1.916654, 3.029872], [-2.290832, -0.725102, 4.317928], [2.228352, -1.703152, 3.444120], [1.169516, -3.030350, 2.935402], [1.093868, -2.412614, 4.583021], [-2.205483, -5.253714, -0.019579], [-1.651352, -4.485744, 1.525120], [-0.348689, -5.468886, 2.225378], [-3.041688, -4.433228, 2.632795], [-1.151678, -3.163280, 1.289287], [-0.754377, -2.099290, 1.022540]], "forces_ev_per_a": [[0.05, -0.09, -0.28], [0.22, -0.06, 0.00], [-0.85, 0.06, 0.11], [0.18, 0.02, -0.07], [-0.03, -0.05, 0.01], [0.01, -0.01, 0.00], [0.00, -0.01, -0.02], [-0.02, 0.04, 0.01], [0.06, 0.01, 0.05], [0.15, 0.01, -0.05], [-0.07, 0.07, -0.14], [-0.05, -0.07, 0.01], [0.03, 0.02, -0.01], [0.01, 0.02, 0.05], [-0.07, -0.08, -0.10], [-0.08, -0.05, -0.03], [0.05, -0.09, -0.06], [-0.03, 0.09, 0.09], [-0.09, -0.01, -0.24], [-0.02, -0.16, 0.12], [0.48, 0.06, -1.15], [-0.08, 0.06, 0.24], [-0.05, 0.04, 0.03], [0.03, -0.04, -0.02], [-0.03, 0.01, 0.01], [-0.07, 0.05, -0.04], [0.08, -0.05, 0.05], [-0.05, 0.03, 0.15], [-0.11, 0.00, -0.03], [0.01, -0.07, -0.01], [0.02, 0.00, 0.02], [0.02, 0.03, 0.04], [-0.01, -0.08, 0.02], [-0.04, 0.05, -0.25], [-0.02, 0.03, 0.04], [-0.04, 0.01, 0.03], [-0.06, 0.00, -0.02], [-0.01, 0.00, 0.00], [0.01, 0.02, 0.01], [-0.01, -0.01, -0.01], [0.00, 0.00, 0.02], [0.00, 0.00, 0.03], [0.00, 0.02, 0.00], [-0.01, -0.02, 0.00], [0.00, 0.00, -0.02], [0.00, 0.03, 0.04], [-0.04, 0.06, 0.08], [0.06, 0.01, 0.01], [0.07, 0.05, 0.00], [-0.01, 0.04, 0.00], [0.03, 0.02, -0.03], [-0.01, 0.01, -0.01], [0.01, 0.00, 0.00], [0.00, 0.00, 0.02], [0.04, 0.03, -0.12], [0.05, -0.01, 0.02], [0.02, 0.01, 0.02], [-0.01, 0.00, -0.03], [-0.02, -0.01, 0.02], [0.03, 0.02, 0.00], [0.05, -0.03, 0.05], [-0.05, 0.09, 0.00], [0.04, -0.01, 0.04], [0.00, -0.13, -0.07], [0.21, 0.19, 0.25], [-0.17, -0.11, -0.21], [0.08, 0.00, -0.11], [0.01, 0.04, 0.00], [0.04, -0.09, -0.01], [-0.06, 0.02, -0.06], [0.29, -0.18, -0.15], [0.52, 0.32, 0.61], [-0.34, 0.30, -0.19], [0.13, -0.11, 0.04], [-0.15, -0.06, -0.09], [0.10, 0.08, 0.17], [-0.13, 0.00, 0.06], [0.46, 0.88, 0.35], [-0.03, 0.00, 0.03], [0.02, 0.01, -0.01], [-0.01, 0.00, -0.01], [-0.04, 0.06, 0.06], [-0.02, -0.01, -0.05], [0.00, 0.02, -0.02], [-0.05, 0.00, 0.01], [0.00, 0.01, -0.02], [0.02, -0.01, 0.01], [-0.04, -0.04, -0.02], [0.02, -0.02, 0.01], [-0.04, -0.20, -0.21], [0.06, 0.16, 0.16], [0.19, 0.18, -0.09], [-0.17, 0.17, -0.18], [-0.06, -0.07, 0.00], [0.01, -0.06, 0.05], [-0.03, -0.03, 0.08], [0.10, 0.01, 0.00], [0.04, 0.12, 0.16], [0.03, 0.02, -0.02], [-0.03, 0.01, 0.05], [0.01, 0.01, 0.06], [-0.11, 0.03, 0.01], [0.20, 0.35, 0.36], [-0.47, -1.09, -0.14], [-0.04, 0.22, -0.09], [0.06, -0.05, -0.14], [0.35, 0.85, -0.29], [-0.71, -1.96, 0.97]]}